[1]
Formula: C7H16LiP2S3
Source: OMol25
Level of theory: wB97M-V/def2-TZVPD

Last column: natural (NBO) charge in e.
Positions of all 29 atoms, in Å:
Li 0.342 -0.767 -0.143  0.720
S -0.907 -3.706 -2.991  -0.265
C -0.276 -2.656 -1.859  -0.503
S -0.694 -2.819 -0.152  -0.539
S 0.791 -1.349 -2.313  -0.472
C -2.619 2.570 0.148  -0.939
P -1.805 0.931 -0.047  0.791
C -2.986 0.052 -1.123  -0.944
C -2.182 0.157 1.583  -0.734
C -1.221 0.599 2.689  -0.697
P 0.572 0.514 2.203  0.799
C 1.322 0.269 3.860  -0.935
C 0.959 2.295 1.962  -0.941
H -2.560 3.121 -0.792  0.230
H -2.104 3.160 0.909  0.220
H -3.670 2.473 0.432  0.211
H -3.993 0.034 -0.697  0.205
H -2.621 -0.970 -1.254  0.289
H -3.014 0.531 -2.102  0.234
H -2.063 -0.915 1.399  0.273
H -3.223 0.330 1.880  0.208
H -1.345 -0.050 3.560  0.227
H -1.439 1.618 3.027  0.205
H 2.404 0.392 3.792  0.230
H 1.121 -0.745 4.207  0.237
H 0.932 0.980 4.593  0.210
H 0.562 2.913 2.772  0.207
H 0.542 2.630 1.013  0.243
H 2.041 2.428 1.918  0.230

Properties
Molecular weight in u: 265.3
Orbital gap in eV: 5.4
Net charge: -1
Max |F| in hartree/bohr: 0.0051

[2]
Formula: C7H16N
Source: OMol25
Level of theory: wB97M-V/def2-TZVPD

Last column: natural (NBO) charge in e.
Positions of all 24 atoms, in Å:
C 2.675 0.116 0.372  -0.655
C 1.535 0.462 -0.544  -0.123
C 0.216 0.912 0.121  -0.413
C -0.276 0.018 1.240  -0.439
C -3.462 -1.709 -0.183  -0.654
C -2.459 -0.845 0.543  -0.175
C -1.165 -1.130 0.697  -0.189
N 1.874 1.563 -1.509  -1.094
H 3.568 0.726 0.158  0.230
H 2.997 -0.917 0.279  0.227
H 2.609 0.327 1.442  0.229
H 1.260 -0.457 -1.078  0.220
H 0.329 1.932 0.543  0.211
H -0.527 1.078 -0.649  0.220
H -0.872 0.571 1.970  0.216
H 0.519 -0.492 1.794  0.208
H -4.413 -1.569 0.347  0.211
H -3.743 -1.356 -1.179  0.220
H -3.277 -2.777 -0.254  0.220
H -2.926 -0.070 1.143  0.194
H -0.590 -1.891 0.183  0.194
H 1.116 2.198 -1.836  0.350
H 2.680 2.132 -1.186  0.358
H 2.331 1.177 -2.414  0.234

Properties
Relative energy (zero: lowest compared OMol25 entry of this formula, charge and spin) in eV: 2.4564
Molecular weight in u: 114.2
Orbital gap (spin up / spin down) in eV: 4.6 / 10.4
Spin multiplicity: 2
Max |F| in hartree/bohr: 0.0505

[3]
Formula: C7H16N
Source: OMol25
Level of theory: wB97M-V/def2-TZVPD

Last column: natural (NBO) charge in e.
Positions of all 24 atoms, in Å:
C -1.172 0.343 -2.142  -0.686
C 0.238 0.104 -1.708  0.087
C 0.528 -1.003 -0.718  -0.508
C -0.362 -1.029 0.515  -0.018
C -0.776 -2.199 0.993  -0.339
C -0.616 0.193 1.379  -0.433
C 0.346 0.441 2.551  -0.608
N 1.465 1.788 -0.487  -0.657
H -1.627 0.957 -1.344  0.268
H -1.711 -0.606 -2.171  0.306
H -1.324 0.874 -3.079  0.260
H 0.884 0.004 -2.586  0.256
H 1.561 -0.880 -0.354  0.254
H 0.453 -1.997 -1.187  0.307
H -1.388 -2.291 1.879  0.218
H -0.641 -3.132 0.449  0.197
H -1.676 0.256 1.646  0.234
H -0.375 0.964 0.637  0.173
H 1.174 0.956 2.036  0.203
H 0.699 -0.452 3.064  0.225
H -0.035 1.185 3.260  0.232
H 0.721 1.125 -1.137  0.229
H 2.434 1.643 -0.785  0.399
H 1.202 2.755 -0.711  0.400

Properties
Relative energy (zero: lowest compared OMol25 entry of this formula, charge and spin) in eV: 5.1196
Molecular weight in u: 114.2
Orbital gap in eV: 5.5
Net charge: +1
Max |F| in hartree/bohr: 0.1114

[4]
Formula: C7H16N
Source: OMol25
Level of theory: wB97M-V/def2-TZVPD

Last column: natural (NBO) charge in e.
Positions of all 24 atoms, in Å:
C 0.036 0.491 3.510  -0.680
C 0.349 0.117 2.123  -0.138
C -0.415 -0.296 1.108  -0.029
C -1.902 -0.368 1.134  -0.677
C 0.332 -0.420 -0.227  -0.432
C -0.338 0.424 -1.376  -0.459
C 0.613 0.618 -2.522  -0.218
N 1.377 -0.666 -2.841  -0.699
H -0.504 1.470 3.535  0.232
H -0.755 -0.094 3.974  0.237
H 0.904 0.746 4.127  0.240
H 1.459 0.130 1.969  0.189
H -2.352 -0.644 0.183  0.215
H -2.450 0.481 1.556  0.242
H -2.226 -1.173 1.773  0.243
H 1.336 -0.012 -0.225  0.202
H 0.294 -1.492 -0.425  0.204
H -1.234 0.001 -1.847  0.224
H -0.801 1.265 -0.839  0.276
H 0.126 0.901 -3.462  0.235
H 1.365 1.432 -2.455  0.236
H 1.663 -1.058 -1.902  0.465
H 2.176 -0.449 -3.453  0.447
H 0.949 -1.405 -3.420  0.447

Properties
Relative energy (zero: lowest compared OMol25 entry of this formula, charge and spin) in eV: 1.6769
Molecular weight in u: 114.2
SMILES string: C/C=C(\C)CCC[NH3+]
Orbital gap in eV: 8.2
Net charge: +1
Max |F| in hartree/bohr: 0.0509

[5]
Formula: C7H16N
Source: OMol25
Level of theory: wB97M-V/def2-TZVPD

Last column: natural (NBO) charge in e.
Positions of all 24 atoms, in Å:
C 3.447 -0.938 -1.248  -0.503
C 3.118 -1.005 -0.024  -0.082
C 0.407 1.256 -1.383  -0.727
C -1.046 -1.262 -0.120  -0.413
C -0.750 -0.116 1.952  -0.432
C -2.228 0.870 0.510  -0.369
C 0.307 0.672 -0.005  0.044
N -0.910 0.077 0.478  -0.280
H 4.344 -1.593 -1.487  0.255
H 3.045 -0.106 -1.741  0.225
H 2.895 -1.321 0.942  0.207
H -0.034 0.566 -2.178  0.218
H 0.096 2.264 -1.614  0.256
H 1.378 1.340 -1.760  0.256
H -0.241 -2.001 0.339  0.245
H -1.914 -1.873 0.133  0.246
H -1.005 -1.169 -1.115  0.221
H 0.027 -0.924 2.017  0.226
H -0.089 0.618 2.434  0.258
H -1.643 -0.430 2.487  0.246
H -1.976 1.843 0.717  0.232
H -2.559 0.947 -0.453  0.220
H -2.928 0.351 1.052  0.229
H 0.871 1.446 0.549  0.222

Properties
Relative energy (zero: lowest compared OMol25 entry of this formula, charge and spin) in eV: 7.9356
Molecular weight in u: 114.2
Orbital gap (spin up / spin down) in eV: 6.5 / 10.6
Net charge: +1
Max |F| in hartree/bohr: 0.0984

[6]
Formula: C7H16N2
Source: OMol25
Level of theory: wB97M-V/def2-TZVPD

Last column: natural (NBO) charge in e.
Positions of all 25 atoms, in Å:
C -0.075 1.153 1.547  -0.620
C -1.885 -1.022 0.642  -0.651
C -1.446 -0.232 -1.759  -0.672
C 0.008 0.723 0.088  0.019
C -0.985 -0.341 -0.351  0.093
N 0.042 1.917 -0.758  -0.844
H 0.718 2.559 -0.349  0.358
H 0.488 1.671 -1.646  0.395
H -0.966 1.767 1.702  0.225
H -0.143 0.322 2.249  0.209
H 0.810 1.737 1.817  0.216
H -1.358 -1.343 1.541  0.219
H -2.376 -1.890 0.197  0.222
H -2.670 -0.324 0.962  0.225
H -0.520 -0.181 -2.377  0.244
H -2.104 -1.053 -2.049  0.215
H -1.962 0.721 -1.914  0.242
C 1.974 -0.938 0.872  -0.649
C 1.243 -0.257 -0.282  0.161
N 1.920 0.147 -1.368  -0.779
H 2.563 -0.583 -1.678  0.330
H 0.224 -1.210 -0.515  0.185
H 2.536 -1.785 0.474  0.218
H 2.676 -0.236 1.326  0.233
H 1.288 -1.324 1.626  0.209

Properties
Relative energy (zero: lowest compared OMol25 entry of this formula, charge and spin) in eV: 3.4194
Molecular weight in u: 128.2
Orbital gap (spin up / spin down) in eV: 9.0 / 9.0
Max |F| in hartree/bohr: 0.0725

[7]
Formula: C7H16N2
Source: OMol25
Level of theory: wB97M-V/def2-TZVPD

Last column: natural (NBO) charge in e.
Positions of all 25 atoms, in Å:
C 1.236 -0.204 -0.427  0.344
C 1.944 -0.759 -1.654  -0.645
C 1.842 -0.740 0.868  -0.647
C -1.262 -0.030 1.823  -0.644
C -2.491 0.730 -0.212  -0.638
N 1.097 1.192 -0.439  -0.630
C -1.099 0.502 0.389  0.138
N -0.371 -0.712 -0.423  -0.648
C -0.177 1.653 0.192  -0.524
H 1.160 1.541 -1.391  0.347
H -0.692 -0.702 -1.387  0.398
H -0.538 -1.633 -0.028  0.400
H -0.610 2.397 -0.476  0.157
H 1.966 -1.850 -1.658  0.217
H 1.477 -0.415 -2.581  0.210
H 2.925 -0.746 0.762  0.224
H 1.587 -0.095 1.704  0.243
H 1.500 -1.757 1.087  0.195
H 2.976 -0.407 -1.656  0.240
H -1.836 -0.965 1.861  0.176
H -0.308 -0.168 2.322  0.215
H -2.893 1.649 0.216  0.239
H -3.193 -0.077 0.013  0.198
H -2.434 0.869 -1.294  0.203
H -1.805 0.725 2.390  0.236

Properties
Relative energy (zero: lowest compared OMol25 entry of this formula, charge and spin) in eV: 3.8335
Molecular weight in u: 128.2
Orbital gap in eV: 5.7
Max |F| in hartree/bohr: 0.0145

[8]
Formula: C7H16N2O
Source: OMol25
Level of theory: wB97M-V/def2-TZVPD

Last column: natural (NBO) charge in e.
Positions of all 26 atoms, in Å:
C 0.061 0.492 -0.685  -0.060
C 0.354 -1.255 0.420  0.228
C 1.468 0.557 -1.284  -0.645
C -0.288 1.926 -0.265  -0.654
C -0.947 0.071 -1.755  -0.642
C 0.138 -2.511 -0.384  -0.670
C -0.176 0.324 2.119  0.737
N -1.423 0.757 2.379  -0.859
O -0.397 -1.216 1.513  -0.609
N 0.910 0.628 2.653  -0.658
H 1.407 -1.010 0.574  0.132
H -1.686 0.617 3.347  0.411
H -2.117 0.472 1.702  0.405
H 1.701 0.041 2.419  0.376
H 1.786 -0.391 -1.726  0.200
H 1.535 1.314 -2.078  0.200
H 2.206 0.833 -0.522  0.202
H 0.417 2.336 0.462  0.221
H -1.316 2.036 0.086  0.206
H -0.226 2.604 -1.129  0.211
H -0.677 -0.856 -2.265  0.204
H -1.016 0.816 -2.562  0.196
H -1.951 -0.052 -1.331  0.199
H 0.503 -3.361 0.203  0.227
H 0.661 -2.489 -1.340  0.221
H -0.927 -2.684 -0.552  0.220

Properties
Relative energy (zero: lowest compared OMol25 entry of this formula, charge and spin) in eV: 4.1772
Molecular weight in u: 144.2
Orbital gap in eV: 8.7
Max |F| in hartree/bohr: 0.0902

[9]
Formula: C7H16N2O2
Source: OMol25
Level of theory: wB97M-V/def2-TZVPD

Last column: natural (NBO) charge in e.
Positions of all 27 atoms, in Å:
C 2.095 -0.837 -0.363  0.154
C -0.992 2.577 0.137  -0.606
C -1.456 -1.887 -1.156  -0.605
C -1.393 1.118 -0.035  -0.451
C -1.131 -1.362 0.232  -0.461
C 1.043 0.097 -0.858  -0.132
C -0.469 0.020 0.330  0.251
N 2.226 0.701 -0.160  -0.031
N 0.126 0.248 1.617  -0.875
O 3.168 1.389 -0.609  -0.663
O 2.049 -1.725 0.710  -0.724
H 2.723 -1.353 -1.198  0.182
H -0.927 2.853 1.234  0.199
H -0.070 2.849 -0.310  0.221
H -1.829 3.229 -0.364  0.215
H -0.557 -2.032 -1.794  0.210
H -2.124 -1.294 -1.612  0.199
H -2.040 -2.868 -1.098  0.216
H -2.344 1.054 0.316  0.205
H -1.455 0.780 -1.094  0.209
H -0.159 -1.884 0.711  0.232
H -2.074 -1.418 0.743  0.218
H 0.918 0.189 -1.851  0.214
H 2.056 0.903 0.807  0.386
H 2.785 -1.553 1.357  0.495
H 0.227 -0.629 2.067  0.371
H -0.398 0.834 2.241  0.372

Properties
Relative energy (zero: lowest compared OMol25 entry of this formula, charge and spin) in eV: 6.7327
Molecular weight in u: 160.2
Orbital gap in eV: 8.4
Max |F| in hartree/bohr: 0.1448